Record 1
A structure of composition C54H42AsBrCoF5N2PSSi in a non-equilibrium geometry. Source: OMol25; level of theory: ωB97M-V/def2-TZVPD.

```
109
Properties=species:S:1:pos:R:3:lowdin_charge:R:1
Co 0.671 0.072 0.586 0.2436
C 3.078 -3.668 -0.060 -0.1653
Si 1.234 -3.208 -0.295 0.4203
C 0.469 -4.425 -1.558 -0.1554
C 0.254 -3.456 1.306 -0.1926
N 1.161 -1.517 -0.704 -0.1325
C 1.811 -1.125 -1.834 -0.3747
C 1.880 -1.865 -3.033 -0.0512
C 2.572 -1.407 -4.132 -0.0995
C 3.232 -0.188 -4.112 -0.1104
C 3.179 0.587 -2.963 -0.0250
C 2.482 0.112 -1.877 -0.2218
F 2.430 0.871 -0.727 -0.0019
H 3.209 -4.715 0.190 0.0211
H 3.530 -3.080 0.734 -0.0165
H 3.633 -3.473 -0.973 0.0238
H -0.063 -5.220 -1.043 0.0269
H 1.228 -4.888 -2.183 0.0327
H -0.243 -3.925 -2.209 0.0000
H 0.131 -4.507 1.538 0.0440
H -0.741 -3.035 1.191 -0.0158
H 0.747 -2.990 2.152 -0.0149
H 1.352 -2.798 -3.100 0.0762
H 2.595 -2.014 -5.026 0.1003
H 3.779 0.149 -4.978 0.0923
H 3.672 1.545 -2.903 0.1145
F 2.727 -0.647 7.389 0.1361
C 1.946 -0.633 6.306 -0.1148
C 0.554 -0.624 6.432 -0.1149
F -0.001 -0.663 7.649 0.1299
C -0.239 -0.580 5.297 -0.2226
F -1.565 -0.597 5.493 0.1055
C 0.290 -0.525 3.997 -0.2891
P -0.815 -0.543 2.523 1.1448
C -1.919 0.902 2.770 -0.3533
C -1.941 1.744 3.873 -0.0870
C -2.900 2.738 3.965 -0.0771
C -3.834 2.910 2.958 -0.0859
C -3.779 2.114 1.825 -0.0700
C -2.825 1.119 1.731 -0.1343
C -1.975 -1.833 3.192 -0.3407
C -3.356 -1.739 3.063 -0.1016
C -4.180 -2.700 3.627 -0.0776
C -3.642 -3.792 4.287 -0.0815
C -2.266 -3.915 4.381 -0.0616
C -1.444 -2.940 3.852 -0.1199
C 1.693 -0.563 3.899 -0.5137
Br 2.592 -0.684 2.227 1.0432
C 2.498 -0.625 5.031 -0.2536
F 3.824 -0.697 4.899 0.0808
H -1.216 1.647 4.668 0.1038
H -2.921 3.372 4.839 0.1084
H -4.592 3.673 3.055 0.1039
H -4.485 2.258 1.020 0.1062
H -2.759 0.501 0.839 0.0785
H -3.804 -0.905 2.539 0.0963
H -5.251 -2.588 3.546 0.1094
H -4.293 -4.534 4.723 0.1051
H -1.832 -4.767 4.878 0.1075
H -0.376 -3.029 3.975 0.1007
S -0.613 4.232 1.573 1.0482
C 0.392 3.760 2.873 -0.4121
C 0.919 2.514 2.721 -0.2198
C 0.525 1.862 1.526 -0.2526
C -0.301 2.692 0.798 -0.5094
C -0.759 2.394 -0.520 -0.2838
C -1.419 3.318 -1.344 -0.0161
C -1.589 3.022 -2.676 -0.0541
C -1.120 1.806 -3.164 -0.0695
C -0.590 0.898 -2.264 -0.1722
N -0.418 1.174 -0.977 0.0871
H 0.543 4.450 3.681 0.0645
H 1.577 2.100 3.468 0.0875
H -1.758 4.255 -0.926 0.0955
H -2.065 3.729 -3.340 0.1114
H -1.179 1.571 -4.216 0.1037
H -0.274 -0.085 -2.590 0.0776
C -6.562 0.542 -1.388 -0.0968
C -6.376 -0.561 -0.574 -0.0856
C -5.160 -1.221 -0.568 -0.1068
C -4.117 -0.789 -1.376 -0.3713
C -4.304 0.339 -2.167 -0.1126
C -5.519 1.001 -2.176 -0.0874
As -2.350 -1.648 -1.332 1.3958
C -2.315 -2.364 -3.150 -0.2993
C -2.004 -1.697 -4.323 -0.0933
C -1.838 -2.402 -5.506 -0.0821
C -1.986 -3.779 -5.524 -0.0780
C -2.343 -4.452 -4.368 -0.0220
C -2.512 -3.756 -3.177 -0.2208
C -2.842 -4.357 -1.886 -0.2143
C -3.020 -5.710 -1.620 -0.0252
C -3.262 -6.133 -0.323 -0.0756
C -3.362 -5.216 0.710 -0.0685
C -3.176 -3.869 0.453 -0.1154
C -2.900 -3.437 -0.830 -0.3316
H -7.522 1.037 -1.411 0.0996
H -7.184 -0.910 0.053 0.1025
H -5.031 -2.095 0.058 0.0860
H -3.490 0.690 -2.791 0.0759
H -5.660 1.874 -2.798 0.1019
H -1.898 -0.619 -4.326 0.0759
H -1.577 -1.875 -6.414 0.1023
H -1.827 -4.330 -6.443 0.1036
H -2.475 -5.525 -4.389 0.1062
H -2.945 -6.444 -2.411 0.1068
H -3.354 -7.190 -0.116 0.1028
H -3.552 -5.544 1.723 0.0981
H -3.225 -3.150 1.258 0.0643
```

Values from the calculation:
2S+1: 2
HOMO-LUMO gap (alpha / beta): 6.808 / 6.816 eV
E_HOMO (alpha / beta): -0.253 / -0.253 hartree
<S²>: 0.773

---

Record 2
A structure of composition C54H42BrCl3F4N6O2P3S2SiY in a non-equilibrium geometry. Source: OMol25; level of theory: ωB97M-V/def2-TZVPD.

```
119
Properties=species:S:1:pos:R:3:lowdin_charge:R:1
Y -0.381 -1.119 -0.517 1.0481
N -3.210 0.851 -0.298 -0.5082
P -1.864 1.353 0.576 0.8633
C -2.734 2.111 2.000 -0.3597
C -2.141 3.149 2.711 -0.0972
C -2.801 3.728 3.777 -0.0906
C -4.050 3.262 4.158 -0.1080
C -4.615 2.183 3.498 -0.0944
C -3.960 1.608 2.423 -0.1011
C -1.365 2.977 -0.168 -0.3671
C -2.279 3.848 -0.748 -0.0937
C -1.854 5.060 -1.261 -0.0909
C -0.519 5.425 -1.178 -0.0982
C 0.394 4.569 -0.587 -0.0895
C -0.027 3.348 -0.094 -0.1303
P -2.918 -0.245 -1.626 0.8504
C -4.511 -1.039 -1.707 -0.4531
C -4.709 -1.955 -2.756 -0.1417
C -5.940 -2.533 -2.968 -0.1234
C -7.019 -2.212 -2.150 -0.1433
C -6.843 -1.297 -1.123 -0.1292
C -5.612 -0.714 -0.904 -0.1228
C -0.437 0.478 -3.336 -0.4076
C -1.230 1.635 -3.379 -0.1356
C -2.278 1.752 -4.271 -0.1460
C -2.546 0.735 -5.173 -0.1423
C -1.715 -0.376 -5.207 -0.1186
C -0.677 -0.504 -4.309 -0.1127
H -3.899 1.574 -0.507 0.0371
H -1.161 3.500 2.423 0.1019
H -2.343 4.548 4.314 0.0960
H -4.574 3.729 4.982 0.0905
H -5.570 1.788 3.822 0.0988
H -4.392 0.762 1.905 0.0893
H -3.327 3.580 -0.814 0.1034
H -2.568 5.727 -1.724 0.0965
H -0.194 6.380 -1.568 0.0931
H 1.434 4.858 -0.509 0.0962
H 0.679 2.672 0.364 0.0314
H -3.866 -2.202 -3.391 0.0747
H -6.071 -3.248 -3.773 0.0888
H -7.986 -2.668 -2.314 0.0761
H -7.674 -1.047 -0.472 0.0864
H -5.483 -0.019 -0.089 0.0676
H -1.029 2.435 -2.676 0.0824
H -2.915 2.628 -4.250 0.0901
H -3.394 0.812 -5.840 0.0814
H -1.894 -1.160 -5.929 0.0920
H -0.052 -1.388 -4.327 0.0667
F 6.201 4.455 2.245 0.0972
C 5.640 3.433 1.561 -0.1190
C 6.267 2.930 0.415 -0.1259
F 7.463 3.438 0.037 0.0924
C 5.660 1.927 -0.315 -0.2164
F 6.282 1.485 -1.425 0.0985
C 4.434 1.374 0.070 -0.3429
P 3.439 0.237 -0.978 1.1115
C 4.594 -1.173 -1.144 -0.3564
C 4.304 -2.121 -2.123 -0.1464
C 5.024 -3.298 -2.200 -0.0761
C 6.018 -3.559 -1.271 -0.0918
C 6.310 -2.626 -0.290 -0.0912
C 5.604 -1.438 -0.225 -0.1123
C 3.699 1.176 -2.551 -0.3597
C 3.263 2.501 -2.543 -0.1078
C 3.282 3.257 -3.697 -0.0795
C 3.741 2.705 -4.881 -0.0972
C 4.194 1.398 -4.894 -0.0838
C 4.170 0.633 -3.740 -0.0791
C 3.843 1.857 1.252 -0.5325
Br 2.219 1.037 1.876 0.8020
C 4.429 2.877 1.973 -0.2547
F 3.837 3.367 3.075 0.0712
H 3.481 -1.959 -2.804 0.0507
H 4.782 -4.015 -2.971 0.1060
H 6.556 -4.496 -1.309 0.0956
H 7.091 -2.829 0.431 0.0976
H 5.840 -0.722 0.552 0.1010
H 2.899 2.943 -1.622 0.0954
H 2.934 4.281 -3.681 0.0991
H 3.749 3.294 -5.787 0.0938
H 4.566 0.962 -5.811 0.0979
H 4.528 -0.384 -3.772 0.0867
N -3.102 -2.346 7.206 0.0842
C -2.802 -2.507 5.854 -0.3379
C -2.264 -3.710 5.396 -0.0423
C -2.002 -3.887 4.052 -0.0746
C -2.290 -2.873 3.161 -0.2969
C -2.841 -1.682 3.595 -0.1167
C -3.099 -1.500 4.939 -0.0362
S -1.970 -3.100 1.424 0.5749
O -2.746 -2.110 0.689 -0.4120
O -2.243 -4.476 1.099 -0.2997
N -0.463 -2.648 1.049 -0.3206
C 0.648 -2.929 1.715 -0.6388
N 1.730 -2.230 1.289 0.0479
C 2.862 -2.465 1.917 -0.1717
C 2.973 -3.377 2.958 -0.0558
C 1.807 -4.038 3.303 -0.1393
N 0.655 -3.827 2.704 0.1510
H -2.540 -2.933 7.806 0.0782
H -3.102 -1.383 7.510 0.0808
H -2.024 -4.489 6.108 0.1014
H -1.560 -4.792 3.671 0.1022
H -3.042 -0.903 2.877 0.0686
H -3.495 -0.558 5.295 0.1071
H 3.715 -1.896 1.565 0.0821
H 3.909 -3.558 3.462 0.0869
H 1.779 -4.779 4.092 0.1060
S -0.293 -0.057 2.923 0.4612
C 0.114 -0.857 4.285 -0.9000
N 0.380 -1.408 5.271 0.0416
Cl 1.081 -5.047 -3.737 0.0373
Si 0.991 -3.430 -2.377 -0.3974
Cl 1.347 -4.544 -0.587 0.1835
Cl -1.238 -3.203 -2.079 0.1557
C 0.568 0.277 -2.287 -0.3230
H 0.909 1.247 -1.904 0.0061
H 1.421 -0.272 -2.702 -0.0146
```

Values from the calculation:
2S+1: 1
HOMO-LUMO gap: 4.489 eV
net charge: -2
E_HOMO: -0.036 hartree

---

Record 3
A structure of composition C54H44AsBrGaN6O2PS. Source: OMol25; level of theory: ωB97M-V/def2-TZVPD.

```
111
Properties=species:S:1:pos:R:3:lowdin_charge:R:1
Ga -0.875 1.165 -0.201 0.4524
O 2.211 4.430 -3.534 0.0604
C 3.017 3.436 -3.058 -0.2619
C 4.352 3.322 -3.428 -0.0036
C 5.144 2.328 -2.877 -0.0569
C 4.618 1.450 -1.940 -0.0650
C 3.288 1.566 -1.573 -0.0380
C 2.474 2.532 -2.144 -0.1029
C 1.022 2.679 -1.743 -0.3503
O 0.406 1.483 -1.489 -0.2126
N 0.962 3.511 -0.510 0.0496
N 0.206 3.103 0.480 -0.0720
C -0.024 3.800 1.533 -0.1769
C -0.955 3.347 2.532 -0.5282
Br -1.234 1.418 2.488 0.9517
C -1.661 4.041 3.431 -0.0763
C -1.812 5.490 3.526 -0.2130
C -2.301 6.004 4.734 -0.0247
C -2.549 7.355 4.885 -0.0532
C -2.325 8.225 3.826 -0.0539
C -1.855 7.728 2.617 -0.0645
C -1.601 6.377 2.464 -0.0427
H 2.674 4.929 -4.215 0.1185
H 4.771 4.023 -4.142 0.1237
H 6.179 2.248 -3.180 0.1166
H 5.249 0.692 -1.495 0.1090
H 2.855 0.914 -0.825 0.0845
H 0.512 3.235 -2.538 0.1448
H 1.511 4.358 -0.450 0.1744
H 0.466 4.756 1.701 0.1467
H -2.213 3.478 4.175 0.1114
H -2.483 5.325 5.558 0.1196
H -2.934 7.728 5.824 0.1164
H -2.538 9.279 3.935 0.1155
H -1.701 8.402 1.784 0.1109
H -1.291 6.005 1.497 0.0867
S -8.423 2.843 -0.122 1.0965
N -7.151 3.788 -0.379 -0.1978
C -6.079 3.018 -0.337 -0.2993
C -4.718 3.451 -0.518 -0.0582
C -4.364 4.780 -0.760 0.0560
C -3.038 5.074 -0.973 0.0034
C -2.101 4.049 -0.907 -0.0768
N -2.413 2.795 -0.604 0.0998
C -3.706 2.485 -0.433 -0.1231
C -4.013 1.102 -0.139 -0.1307
N -2.974 0.262 -0.008 0.0538
C -3.221 -1.007 0.292 -0.0991
C -4.505 -1.520 0.446 0.0152
C -5.580 -0.675 0.318 0.0554
C -5.337 0.670 0.027 -0.0575
C -6.386 1.651 -0.085 -0.2986
N -7.680 1.431 0.054 -0.1982
H -5.137 5.537 -0.783 0.1365
H -2.717 6.085 -1.183 0.1260
H -1.062 4.261 -1.117 0.1093
H -2.365 -1.637 0.440 0.0661
H -4.629 -2.568 0.680 0.1268
H -6.601 -1.008 0.451 0.1365
C 2.124 -1.562 -0.243 -0.3413
C 2.425 -2.894 -0.908 -0.4323
As 4.237 -3.592 -0.391 1.3132
C 3.969 -5.428 -1.016 -0.4318
C 2.971 -5.810 -1.905 -0.1225
C 2.834 -7.139 -2.286 -0.0824
C 3.705 -8.097 -1.791 -0.0772
C 4.723 -7.719 -0.925 -0.0721
C 4.855 -6.395 -0.544 -0.1237
C 3.804 -3.927 1.494 -0.4247
C 2.813 -4.828 1.875 -0.1112
C 2.515 -5.018 3.215 -0.0845
C 3.199 -4.305 4.191 -0.0815
C 4.202 -3.421 3.823 -0.0833
C 4.505 -3.237 2.480 -0.1304
P 0.320 -1.110 -0.467 1.1049
C -0.422 -2.448 0.527 -0.4110
C -0.408 -2.240 1.907 -0.1222
C -0.931 -3.195 2.762 -0.0554
C -1.465 -4.366 2.241 -0.0554
C -1.445 -4.595 0.873 -0.0497
C -0.922 -3.642 0.010 -0.0909
C -0.060 -1.338 -2.224 -0.3639
C 0.893 -0.976 -3.174 -0.0899
C 0.580 -1.020 -4.521 -0.0432
C -0.685 -1.421 -4.933 -0.0521
C -1.639 -1.773 -3.991 -0.0583
C -1.335 -1.719 -2.638 -0.0975
H 2.763 -0.777 -0.647 0.0419
H 2.280 -1.617 0.837 0.0823
H 2.413 -2.798 -1.993 0.0555
H 1.708 -3.659 -0.621 0.0462
H 2.295 -5.073 -2.325 0.0847
H 2.048 -7.423 -2.973 0.1049
H 3.595 -9.132 -2.084 0.1082
H 5.415 -8.462 -0.550 0.1099
H 5.654 -6.108 0.131 0.1037
H 2.297 -5.413 1.121 0.1028
H 1.756 -5.735 3.501 0.1050
H 2.962 -4.452 5.237 0.1067
H 4.759 -2.888 4.582 0.1067
H 5.306 -2.565 2.195 0.0916
H 0.011 -1.321 2.306 0.0793
H -0.916 -3.032 3.832 0.1174
H -1.886 -5.109 2.906 0.1166
H -1.831 -5.524 0.475 0.1176
H -0.913 -3.821 -1.057 0.1111
H 1.873 -0.631 -2.866 0.1054
H 1.325 -0.737 -5.253 0.1176
H -0.924 -1.457 -5.987 0.1157
H -2.623 -2.095 -4.304 0.1136
H -2.094 -1.982 -1.914 0.0877
```

Values from the calculation:
2S+1: 1
HOMO-LUMO gap: 6.202 eV
net charge: +2
E_HOMO: -0.441 hartree

---

Record 4
A structure of composition C54H45N9O4SSeSn in a non-equilibrium geometry. Source: OMol25; level of theory: ωB97M-V/def2-TZVPD.

```
115
Properties=species:S:1:pos:R:3:lowdin_charge:R:1
Sn -0.271 -0.612 -0.293 1.3005
C -2.351 -3.914 -1.891 -0.1804
N -1.806 -3.787 -0.553 -0.0120
C -1.409 -4.846 0.031 -0.1440
C -0.851 -4.812 1.348 -0.2846
C -0.027 -5.752 1.947 -0.0370
C 0.512 -5.176 3.102 -0.0741
C -0.001 -3.904 3.199 -0.1657
N -0.854 -3.678 2.166 -0.3062
C -1.505 -4.693 -2.877 -0.2167
C -2.115 -5.188 -4.027 -0.0516
C -1.382 -5.861 -4.989 -0.0898
C -0.020 -6.056 -4.808 -0.0995
C 0.589 -5.585 -3.656 -0.0800
C -0.145 -4.906 -2.695 -0.0409
H -2.489 -2.896 -2.273 0.1083
H -3.345 -4.372 -1.835 0.1219
H -1.400 -5.815 -0.477 0.1411
H 0.176 -6.734 1.552 0.1103
H 1.199 -5.631 3.795 0.1005
H 0.248 -3.127 3.898 0.1121
H -3.181 -5.044 -4.169 0.1106
H -1.881 -6.240 -5.872 0.1002
H 0.558 -6.572 -5.563 0.0978
H 1.649 -5.749 -3.502 0.1022
H 0.346 -4.551 -1.797 0.1020
C 3.147 2.401 -4.099 -0.0522
O 3.383 1.008 -3.959 -0.0728
C 3.909 0.559 -2.801 -0.2197
C 4.452 1.388 -1.826 -0.0119
C 5.048 0.863 -0.694 -0.0679
C 5.141 -0.509 -0.524 -0.0774
C 4.648 -1.344 -1.506 -0.0604
C 4.016 -0.830 -2.633 -0.1576
N 3.661 -1.751 -3.645 0.1388
C 2.711 -1.772 -4.576 0.0059
C 1.469 -1.141 -4.676 -0.1353
C 0.910 -1.052 -5.982 -0.0511
C -0.294 -0.468 -6.213 -0.0998
C -1.035 0.038 -5.119 -0.0663
C -0.576 -0.069 -3.845 -0.0280
C 0.686 -0.679 -3.538 -0.3563
O 1.056 -0.891 -2.351 -0.1674
H 2.598 2.509 -5.032 0.0969
H 4.087 2.958 -4.160 0.0955
H 2.538 2.775 -3.275 0.0927
H 4.425 2.459 -1.956 0.1042
H 5.457 1.535 0.048 0.1060
H 5.607 -0.924 0.359 0.1085
H 4.730 -2.418 -1.394 0.0462
H 4.304 -2.528 -3.679 0.1573
H 2.965 -2.427 -5.406 0.1394
H 1.494 -1.435 -6.813 0.1121
H -0.681 -0.376 -7.218 0.0970
H -1.996 0.505 -5.305 0.1064
H -1.135 0.326 -3.005 0.0757
Se -2.048 -2.265 1.986 1.1103
C -2.556 -1.935 3.836 -0.4374
C -3.668 -1.095 3.907 -0.1325
C -4.174 -0.742 5.143 -0.1425
N -3.662 -1.172 6.293 0.0563
C -2.619 -1.988 6.219 -0.1438
C -2.032 -2.405 5.031 -0.0755
H -4.129 -0.729 2.998 0.0842
H -5.037 -0.090 5.223 0.1069
H -2.221 -2.334 7.168 0.1071
H -1.199 -3.086 5.073 0.0732
S 3.236 -3.824 0.201 0.5912
C 2.164 -2.663 0.401 -0.9490
N 1.361 -1.815 0.559 -0.0951
N -5.368 0.786 -0.020 0.1183
C -4.338 0.068 -0.552 -0.1642
N -3.223 0.207 0.103 0.0484
C -3.514 1.076 1.146 -0.2619
C -2.703 1.558 2.173 -0.0303
C -3.280 2.406 3.096 -0.0911
C -4.630 2.773 3.020 -0.0912
C -5.452 2.298 2.016 -0.0203
C -4.870 1.447 1.084 -0.2067
H -6.314 0.814 -0.354 0.1539
H -4.466 -0.545 -1.431 0.1272
H -1.663 1.266 2.244 0.0908
H -2.670 2.799 3.900 0.1172
H -5.034 3.441 3.769 0.1053
H -6.498 2.571 1.960 0.1073
O 0.025 1.873 -1.440 -0.0414
C 0.417 2.214 -0.319 -0.6210
N 0.891 3.448 0.009 0.1557
C 1.036 3.580 1.448 -0.2570
C 0.752 2.097 1.875 -0.4333
O 0.760 1.706 3.022 0.0768
N 0.410 1.391 0.767 0.0379
C 2.421 4.078 1.829 -0.1577
C 3.170 3.491 2.843 -0.0191
C 4.427 3.987 3.163 -0.0726
C 4.947 5.073 2.476 -0.0939
C 4.201 5.668 1.470 -0.0825
C 2.947 5.173 1.150 -0.0327
C -0.079 4.432 2.053 -0.1272
C -1.333 4.465 1.448 -0.0312
C -2.364 5.206 2.005 -0.0938
C -2.159 5.912 3.181 -0.0917
C -0.915 5.877 3.792 -0.0717
C 0.119 5.140 3.234 -0.0091
H 0.793 4.231 -0.613 0.1516
H 2.769 2.644 3.382 0.1079
H 4.998 3.521 3.955 0.1039
H 5.931 5.452 2.718 0.0999
H 4.590 6.527 0.937 0.1011
H 2.368 5.651 0.367 0.1122
H -1.515 3.906 0.539 0.1192
H -3.334 5.221 1.524 0.1069
H -2.970 6.474 3.625 0.1017
H -0.750 6.422 4.712 0.1035
H 1.086 5.115 3.717 0.1176
```

Values from the calculation:
2S+1: 1
HOMO-LUMO gap: 7.113 eV
E_HOMO: -0.279 hartree

---

Across the entries above, E takes the values -269757.74195; -246660.03953; -273117.06165; -160343.35469 eV, respectively.
Across the entries above, energy above the lowest of the compared OMol25 structures with the same formula, charge and spin takes the values 0.0; 175.4; 107.5; 0.0 kJ/mol, respectively.